Entry 1:
DFT (ωB97M-V/def2-TZVPD) results for a structure of composition C35H39I2N4O6PZr.

XYZ file:
```
88
Properties=species:S:1:pos:R:3:forces:R:3
Zr 0.366 -0.315 -0.245 -0.05 0.37 -0.24
C 4.135 -3.166 1.037 -0.03 -0.05 -0.03
N 2.885 -3.246 1.792 -0.08 0.18 0.12
C 2.985 -3.859 3.114 -0.02 0.02 0.03
C 1.821 -2.608 1.375 0.06 -0.05 -0.05
O 1.760 -2.038 0.254 0.02 0.00 -0.02
C 0.529 -2.524 2.179 0.04 -0.09 0.04
O -0.497 -2.211 1.241 0.00 0.15 -0.05
C -0.891 -3.361 0.487 0.00 -0.05 0.00
C -0.869 -3.080 -1.005 0.04 0.01 0.12
O -0.480 -1.961 -1.424 0.31 -0.04 0.08
N -1.234 -4.048 -1.815 -0.13 0.08 0.00
C -1.284 -3.836 -3.263 0.00 0.02 0.02
C -1.739 -5.325 -1.309 0.00 0.00 0.00
H 4.376 -4.141 0.612 0.01 0.01 0.00
H 4.928 -2.862 1.717 0.00 0.01 0.00
H 4.035 -2.424 0.253 0.02 -0.01 0.00
H 3.144 -4.933 3.016 0.01 0.01 0.02
H 2.096 -3.673 3.708 0.02 -0.05 -0.02
H 3.832 -3.416 3.636 0.00 -0.01 0.02
H 0.586 -1.700 2.894 0.02 0.00 0.01
H 0.284 -3.437 2.721 0.00 0.03 -0.02
H -1.897 -3.647 0.794 0.07 0.01 -0.02
H -0.216 -4.198 0.689 0.02 0.01 0.01
H -0.923 -2.841 -3.496 0.00 -0.02 -0.02
H -2.314 -3.940 -3.603 0.00 0.01 -0.01
H -0.663 -4.583 -3.756 -0.01 0.01 -0.01
H -0.965 -5.868 -0.767 -0.02 0.00 0.02
H -2.043 -5.928 -2.159 0.01 -0.01 0.00
H -2.611 -5.173 -0.673 0.00 -0.01 0.00
I -5.336 1.322 -4.950 -0.04 0.02 -0.06
C -4.125 0.899 -3.319 0.12 -0.02 0.13
C -4.401 -0.194 -2.512 -0.02 -0.03 0.00
C -3.581 -0.496 -1.428 -0.11 0.10 -0.25
I -4.134 -2.077 -0.197 -0.08 0.02 0.06
C -2.468 0.287 -1.147 0.21 0.04 0.01
O -1.617 0.032 -0.142 0.00 -0.05 0.13
C -2.227 1.422 -1.935 -0.17 -0.06 -0.07
C -1.139 2.342 -1.486 0.07 0.09 0.03
N 0.209 1.693 -1.504 -0.06 -0.08 0.06
C 0.706 1.654 -2.890 0.01 0.03 -0.01
C 1.717 0.572 -3.094 0.05 0.06 -0.10
C 2.540 0.585 -4.213 -0.05 0.00 0.08
C 3.385 -0.483 -4.440 -0.01 -0.01 0.01
C 3.376 -1.540 -3.538 -0.03 0.01 0.03
C 2.546 -1.472 -2.442 0.05 -0.01 -0.01
N 1.730 -0.427 -2.205 -0.11 0.00 0.18
C -3.044 1.718 -3.014 -0.02 -0.01 -0.02
H -5.261 -0.815 -2.719 -0.01 0.01 0.00
H -1.323 2.658 -0.462 -0.03 -0.02 -0.03
H -1.111 3.239 -2.109 0.00 0.00 0.02
H 0.828 2.306 -0.965 0.02 -0.02 0.01
H 1.110 2.625 -3.183 -0.01 -0.02 -0.01
H -0.147 1.447 -3.542 0.01 -0.01 0.01
H 2.502 1.426 -4.891 0.00 0.00 -0.01
H 4.035 -0.496 -5.304 0.00 0.00 -0.01
H 4.012 -2.403 -3.675 0.01 0.00 0.00
H 2.523 -2.262 -1.710 0.01 -0.01 -0.02
H -2.848 2.603 -3.607 -0.01 0.00 0.00
O 3.026 -0.353 2.482 -0.02 0.03 0.09
C 2.278 0.476 2.024 0.05 -0.05 -0.10
O 1.994 0.552 0.725 -0.23 -0.24 -0.23
C 1.509 1.477 2.866 0.04 -0.02 0.19
P -0.002 1.940 1.932 0.03 -0.43 -0.18
C 0.408 3.574 1.247 0.00 0.08 0.01
C 1.693 3.838 0.766 0.01 -0.02 -0.02
C 1.977 5.049 0.149 0.02 0.01 -0.01
C 0.984 6.007 0.001 -0.01 0.00 0.00
C -0.295 5.753 0.478 0.01 0.00 0.00
C -0.583 4.545 1.095 0.01 -0.01 0.01
C -1.330 2.199 3.118 0.05 0.04 0.12
C -2.472 1.413 2.977 -0.05 -0.01 -0.04
C -3.516 1.539 3.884 -0.02 0.00 0.01
C -3.419 2.443 4.929 0.00 0.01 0.01
C -2.281 3.232 5.074 -0.03 -0.02 0.00
C -1.240 3.113 4.172 0.04 0.01 -0.04
H 2.156 2.328 3.092 -0.02 0.01 -0.03
H 1.246 1.013 3.817 0.01 0.05 0.00
H 2.488 3.110 0.882 -0.02 0.00 -0.01
H 2.982 5.249 -0.201 0.00 0.00 0.00
H 1.209 6.954 -0.470 0.00 0.00 0.00
H -1.069 6.501 0.380 -0.01 0.01 0.00
H -1.584 4.363 1.467 -0.02 -0.01 0.04
H -2.546 0.714 2.152 0.02 -0.01 0.01
H -4.405 0.933 3.770 -0.01 0.00 0.01
H -4.232 2.541 5.636 -0.01 0.00 0.00
H -2.211 3.936 5.892 0.01 0.01 0.00
H -0.359 3.735 4.282 0.01 0.00 -0.01
```
Positions in Å, forces in eV/Å.

net charge = +2
E_LUMO = -5.37 eV
frontier orbital gap = 7.2 eV
energy relative to the best compared isomer or geometry (same formula, charge and spin) = 0.3824 eV

These are the Löwdin partial charges, in e, on atoms 1 to 8: 1.937, 0.021, -0.096, 0.015, -0.399, -0.132, -0.064, -0.194



Entry 2:
DFT (ωB97M-V/def2-TZVPD) results for a structure of composition C35H39N2NiO4P2Si.

XYZ file:
```
84
Properties=species:S:1:pos:R:3:forces:R:3
Ni -0.088 0.867 -0.464 0.07 0.07 0.08
O -0.796 -0.805 -1.139 0.09 -0.12 -0.11
P -0.297 -2.227 -0.994 -0.09 0.31 -0.07
C -0.090 -2.762 0.728 -0.08 -0.15 0.12
P 0.263 -1.387 1.867 0.28 0.21 -0.33
O 0.912 -0.276 1.087 -0.12 -0.03 0.44
C 1.319 -2.052 3.145 0.25 -0.08 -0.02
C 1.038 -1.935 4.502 -0.09 0.01 0.04
C 1.944 -2.409 5.440 0.01 -0.02 0.02
C 3.131 -2.994 5.030 -0.03 0.02 -0.03
C 3.427 -3.097 3.676 0.00 -0.01 0.01
C 2.527 -2.626 2.738 0.00 0.03 0.07
C -1.299 -0.966 2.615 -0.17 -0.15 0.10
C -1.801 0.325 2.535 0.09 0.30 -0.05
C -3.040 0.622 3.088 0.01 -0.03 0.01
C -3.772 -0.367 3.727 0.07 -0.03 -0.01
C -3.263 -1.659 3.826 -0.02 0.06 -0.01
C -2.032 -1.958 3.273 -0.09 0.03 -0.03
C -1.516 -3.331 -1.685 -0.10 -0.01 -0.14
C -2.622 -2.777 -2.323 -0.05 -0.06 0.02
C -3.576 -3.610 -2.891 0.03 0.03 0.02
C -3.424 -4.985 -2.821 0.02 -0.04 0.00
C -2.320 -5.540 -2.184 -0.04 0.03 -0.01
C -1.364 -4.715 -1.618 0.01 0.00 -0.02
C 1.240 -2.499 -1.875 0.11 -0.19 0.01
C 1.264 -2.061 -3.200 -0.01 -0.02 -0.01
C 2.378 -2.284 -3.989 0.00 0.06 0.01
C 3.483 -2.938 -3.464 -0.01 0.00 0.00
C 3.467 -3.385 -2.152 -0.03 0.03 -0.02
C 2.345 -3.175 -1.363 0.00 0.06 0.01
H 0.709 -3.498 0.783 0.03 -0.07 0.06
H -1.010 -3.257 1.045 0.02 -0.02 -0.07
H 0.113 -1.479 4.834 0.04 0.00 -0.02
H 1.720 -2.320 6.494 -0.01 0.00 0.01
H 3.830 -3.368 5.764 0.03 0.00 0.03
H 4.361 -3.539 3.356 0.01 -0.01 0.00
H 2.782 -2.682 1.686 -0.02 0.02 -0.02
H -1.220 1.114 2.058 -0.11 -0.25 0.06
H -3.430 1.628 3.020 -0.01 0.02 0.01
H -4.736 -0.134 4.156 -0.02 0.01 0.01
H -3.827 -2.429 4.333 -0.02 0.00 0.01
H -1.641 -2.966 3.366 0.02 0.00 -0.03
H -2.731 -1.702 -2.362 0.01 0.03 -0.01
H -4.437 -3.183 -3.385 -0.02 0.01 -0.02
H -4.167 -5.632 -3.267 -0.02 -0.02 -0.01
H -2.206 -6.613 -2.134 0.01 -0.03 0.00
H -0.501 -5.159 -1.136 0.05 0.02 0.02
H 0.410 -1.545 -3.616 -0.06 0.02 -0.01
H 2.384 -1.941 -5.015 0.00 0.01 -0.03
H 4.355 -3.105 -4.081 0.03 -0.01 -0.02
H 4.324 -3.901 -1.744 0.01 -0.01 0.02
H 2.358 -3.549 -0.349 -0.03 0.00 0.05
C 0.082 1.238 -3.913 -0.03 0.03 -0.20
Si 0.941 1.724 -2.321 -0.50 -0.24 0.36
C 2.662 0.997 -2.181 0.22 0.01 -0.04
C 1.130 3.585 -2.323 0.14 0.18 -0.17
H 0.801 0.991 -4.699 0.02 0.00 -0.03
H -0.511 2.083 -4.268 -0.04 0.00 -0.03
H -0.597 0.397 -3.791 -0.03 -0.05 0.04
H 3.134 0.939 -3.166 0.03 0.01 -0.01
H 2.687 0.002 -1.738 -0.03 -0.07 0.01
H 3.276 1.654 -1.560 0.04 -0.02 0.04
H 1.763 3.862 -3.170 0.00 0.06 -0.02
H 1.613 3.966 -1.422 0.03 0.01 0.04
H 0.179 4.103 -2.453 -0.05 0.01 -0.01
O -2.014 8.260 -1.399 0.01 0.00 0.09
C -2.745 7.227 -0.790 -0.05 0.11 -0.04
N -1.933 6.066 -0.492 -0.07 -0.13 0.03
C -1.196 6.038 0.650 0.16 0.03 -0.02
O -1.220 6.921 1.483 -0.04 0.07 0.04
C -0.317 4.836 0.850 -0.08 -0.06 -0.02
C 0.816 4.965 1.642 0.01 0.07 0.02
C 1.632 3.868 1.831 -0.04 -0.16 0.00
C 1.280 2.660 1.249 -0.11 0.14 0.01
N 0.175 2.526 0.499 0.34 0.14 -0.24
C -0.598 3.602 0.297 -0.07 -0.16 0.11
H -1.515 8.716 -0.711 0.00 0.01 -0.04
H -3.525 6.936 -1.491 0.06 -0.01 0.01
H -3.195 7.555 0.148 -0.01 -0.06 -0.05
H -1.635 5.490 -1.263 -0.04 0.01 0.00
H 1.034 5.925 2.090 0.01 0.02 0.01
H 2.530 3.931 2.428 0.03 0.00 0.02
H 1.866 1.762 1.377 0.04 0.00 -0.01
H -1.478 3.440 -0.312 0.03 0.01 -0.03
```
Positions in Å, forces in eV/Å.

net charge = +1
E_LUMO (spin up / spin down) = -2.43 / -2.24 eV
frontier orbital gap (spin up / spin down) = 8.7 / 7.3 eV

These are the Löwdin partial charges, in e, on atoms 1 to 8: 0.279, -0.378, 0.795, -0.266, 0.763, -0.353, -0.272, -0.063



Largest force on an atom? In order: 0.47; 0.66 eV/Å.
DFT total energy? In order: -3011.15175; -4248.05711 Ha.